(1)
C58H46CoIOP2Sb | ωB97M-V/def2-TZVPD

Last column: Mulliken charge in e.
Atoms and positions in Å:
Co: -0.12 0.15 0.42  1.97
I: 2.17 -1.17 0.49  0.10
C: 3.16 -0.24 2.11  0.12
C: 4.48 -0.11 1.81  -0.79
C: 5.40 0.28 2.81  -0.91
C: 4.95 0.44 4.08  -0.89
C: 3.57 0.31 4.40  0.68
C: 3.18 0.43 5.76  -0.79
C: 1.88 0.33 6.13  -1.27
C: 0.90 0.18 5.13  -0.52
C: 1.22 0.05 3.80  1.01
P: -0.25 0.12 2.72  1.66
C: -1.25 -1.33 3.14  0.88
C: -2.62 -1.35 2.84  -0.26
C: -3.35 -2.52 2.99  -0.97
C: -2.72 -3.68 3.42  -0.91
C: -1.36 -3.68 3.69  -0.82
C: -0.62 -2.50 3.55  -1.16
C: -1.11 1.63 3.23  0.56
C: -0.59 2.84 2.75  -0.94
C: -1.25 4.03 2.98  -0.57
C: -2.45 4.04 3.69  -0.72
C: -2.96 2.85 4.20  -0.82
C: -2.30 1.65 3.97  -0.36
C: 2.60 0.03 3.40  0.46
H: 4.85 -0.35 0.81  0.49
H: 6.45 0.39 2.56  0.48
H: 5.64 0.68 4.88  0.44
H: 3.96 0.60 6.50  0.43
H: 1.59 0.40 7.17  0.48
H: -0.14 0.21 5.42  0.43
H: -3.12 -0.46 2.50  0.78
H: -4.41 -2.53 2.77  0.54
H: -3.29 -4.60 3.55  0.45
H: -0.86 -4.58 4.02  0.47
H: 0.44 -2.51 3.76  0.42
H: 0.34 2.84 2.19  0.49
H: -0.84 4.96 2.61  0.51
H: -2.98 4.97 3.86  0.45
H: -3.88 2.86 4.78  0.48
H: -2.69 0.73 4.39  0.54
C: -7.29 0.18 0.92  -0.65
C: -6.73 -1.08 0.77  -0.91
C: -5.39 -1.22 0.43  -0.77
C: -4.61 -0.08 0.24  1.12
C: -5.16 1.20 0.43  -0.45
C: -6.50 1.32 0.77  -0.81
Sb: -2.65 -0.25 -0.52  0.13
C: -2.49 -2.33 -0.87  0.76
C: -3.36 -3.02 -1.73  -0.38
C: -3.22 -4.39 -1.92  -0.76
C: -2.21 -5.09 -1.26  -0.64
C: -1.34 -4.42 -0.41  -0.93
C: -1.48 -3.05 -0.21  -0.45
C: -2.93 0.41 -2.51  1.15
C: -3.62 1.59 -2.78  -0.52
C: -3.73 2.05 -4.09  -0.65
C: -3.14 1.33 -5.13  -0.74
C: -2.47 0.15 -4.86  -0.78
C: -2.37 -0.32 -3.56  -0.66
H: -8.34 0.28 1.17  0.41
H: -7.34 -1.97 0.90  0.46
H: -4.96 -2.21 0.32  0.66
H: -4.55 2.09 0.33  0.53
H: -6.93 2.31 0.91  0.46
H: -4.14 -2.48 -2.26  0.53
H: -3.90 -4.91 -2.58  0.45
H: -2.11 -6.16 -1.41  0.42
H: -0.56 -4.97 0.11  0.49
H: -0.82 -2.56 0.48  0.15
H: -4.09 2.16 -1.98  0.22
H: -4.28 2.96 -4.30  0.48
H: -3.22 1.70 -6.15  0.42
H: -2.03 -0.43 -5.68  0.45
H: -1.87 -1.26 -3.36  0.54
O: 0.14 1.90 -0.33  -0.24
P: 0.74 2.75 -1.46  1.66
C: 1.31 1.76 -2.84  0.38
C: 2.23 2.30 -3.75  -0.71
C: 2.69 1.54 -4.81  -0.82
C: 2.23 0.24 -4.99  -0.69
C: 1.31 -0.30 -4.10  -1.10
C: 0.85 0.46 -3.03  0.12
C: -0.45 3.96 -1.97  0.82
C: -0.34 4.64 -3.18  -0.66
C: -1.21 5.68 -3.47  -0.73
C: -2.19 6.03 -2.55  -0.73
C: -2.32 5.34 -1.35  -0.68
C: -1.44 4.31 -1.05  -0.45
C: 2.17 3.61 -0.85  0.31
C: 3.29 2.84 -0.49  -0.23
C: 4.41 3.46 0.04  -0.78
C: 4.41 4.85 0.21  -0.62
C: 3.31 5.61 -0.15  -0.79
C: 2.18 4.99 -0.68  -0.52
H: 2.61 3.31 -3.60  0.43
H: 3.41 1.96 -5.51  0.45
H: 2.59 -0.35 -5.83  0.44
H: 0.94 -1.32 -4.24  0.52
H: 0.12 0.03 -2.37  0.31
H: 0.43 4.36 -3.90  0.34
H: -1.12 6.21 -4.41  0.46
H: -2.86 6.86 -2.77  0.42
H: -3.09 5.62 -0.64  0.49
H: -1.52 3.77 -0.11  0.18
H: 3.28 1.76 -0.63  0.35
H: 5.28 2.88 0.31  0.44
H: 5.29 5.34 0.62  0.42
H: 3.33 6.69 -0.02  0.45
H: 1.31 5.58 -0.95  0.43

Summary:
<S²> = 3.761
Kohn-Sham gap (spin up / spin down) = 8.34 / 7.69 eV
E_tot = -4916.02952 hartree
2S+1 = 4
Total charge = +2


(2)
C58H49CdNO2P2 | ωB97M-V/def2-TZVPD

Last column: Mulliken charge in e.
Atoms and positions in Å:
Cd: 0.34 0.44 -0.20  3.49
O: 2.12 0.13 -1.12  -1.63
C: 2.70 -1.12 -1.22  3.61
C: 1.69 -2.26 -0.81  -1.17
C: 0.41 -2.27 -1.58  0.03
C: 0.15 -3.22 -2.56  -0.79
C: -1.05 -3.17 -3.24  -1.01
C: -1.94 -2.15 -2.98  -0.84
C: -1.63 -1.21 -2.00  0.28
C: -2.56 -0.05 -1.74  -1.83
C: -1.90 1.38 -1.77  2.75
O: -1.23 1.64 -0.59  -2.09
C: -0.99 1.55 -3.00  0.62
C: -1.22 0.93 -4.23  -0.16
C: -0.37 1.13 -5.30  -1.18
C: 0.74 1.95 -5.17  -0.46
C: 0.97 2.59 -3.96  -1.02
C: 0.11 2.40 -2.89  -0.38
C: -3.07 2.39 -1.90  -0.45
C: -3.86 2.49 -3.04  -0.09
C: -4.90 3.41 -3.11  -1.08
C: -5.16 4.25 -2.04  -0.61
C: -4.38 4.16 -0.90  -0.86
C: -3.34 3.24 -0.83  -0.08
N: -0.50 -1.31 -1.29  1.24
C: 3.88 -1.27 -0.23  0.06
C: 4.74 -2.36 -0.26  -0.09
C: 5.74 -2.49 0.69  -0.98
C: 5.90 -1.53 1.68  -0.60
C: 5.06 -0.43 1.70  -0.63
C: 4.06 -0.31 0.75  -0.68
C: 3.21 -1.31 -2.66  -0.48
C: 3.38 -2.55 -3.27  0.07
C: 3.86 -2.64 -4.57  -1.25
C: 4.19 -1.50 -5.28  -0.59
C: 4.05 -0.26 -4.67  -0.90
C: 3.56 -0.17 -3.38  -0.39
H: 1.49 -2.05 0.24  -1.05
H: 2.18 -3.23 -0.87  1.31
H: 0.88 -3.99 -2.76  0.50
H: -1.28 -3.93 -3.99  0.44
H: -2.88 -2.10 -3.50  0.55
H: -2.98 -0.15 -0.74  0.05
H: -3.38 -0.10 -2.45  0.66
H: -2.08 0.28 -4.36  0.40
H: -0.57 0.63 -6.24  0.40
H: 1.41 2.10 -6.00  0.44
H: 1.82 3.25 -3.85  0.41
H: 0.27 2.92 -1.96  0.61
H: -3.67 1.85 -3.89  0.29
H: -5.50 3.47 -4.00  0.42
H: -5.97 4.97 -2.10  0.40
H: -4.57 4.82 -0.06  0.39
H: -2.71 3.18 0.05  0.28
H: 4.65 -3.11 -1.04  0.33
H: 6.41 -3.35 0.65  0.42
H: 6.69 -1.64 2.42  0.40
H: 5.19 0.33 2.46  0.44
H: 3.40 0.56 0.76  0.35
H: 3.13 -3.46 -2.75  0.56
H: 3.97 -3.62 -5.03  0.42
H: 4.57 -1.57 -6.29  0.41
H: 4.31 0.64 -5.21  0.45
H: 3.43 0.79 -2.89  0.41
C: -0.01 -0.03 4.46  -1.34
P: -0.15 -0.37 2.63  -0.49
C: -1.95 -0.70 2.56  0.75
C: -2.58 -1.75 3.23  -0.24
C: -3.95 -1.91 3.15  -1.04
C: -4.72 -1.01 2.42  -0.93
C: -4.11 0.06 1.78  -0.32
C: -2.73 0.21 1.84  -0.44
C: 0.63 -2.04 2.63  0.80
C: 0.00 -3.19 2.17  0.07
C: 0.68 -4.40 2.15  -0.95
C: 2.00 -4.46 2.56  -0.71
C: 2.66 -3.31 2.96  -0.98
C: 1.97 -2.10 3.00  -0.40
P: -0.07 1.78 4.89  -0.19
C: -1.81 2.17 4.45  0.36
C: -2.04 3.16 3.50  -0.59
C: -3.33 3.51 3.13  -0.30
C: -4.41 2.86 3.71  -0.61
C: -4.19 1.87 4.66  -0.69
C: -2.90 1.53 5.03  -0.18
C: -0.25 1.66 6.72  0.56
C: 0.20 0.58 7.47  -0.18
C: 0.09 0.59 8.85  -0.64
C: -0.45 1.68 9.51  -0.47
C: -0.88 2.78 8.77  -0.60
C: -0.78 2.77 7.39  -0.53
H: 0.97 -0.38 4.77  0.74
H: -0.78 -0.60 4.98  0.66
H: -2.00 -2.44 3.83  0.58
H: -4.43 -2.73 3.67  0.42
H: -5.79 -1.14 2.36  0.42
H: -4.70 0.77 1.22  0.59
H: -2.25 1.03 1.33  0.10
H: -1.02 -3.15 1.80  0.49
H: 0.18 -5.29 1.80  0.42
H: 2.53 -5.41 2.55  0.41
H: 3.70 -3.34 3.24  0.43
H: 2.50 -1.20 3.28  0.45
H: -1.19 3.67 3.05  0.39
H: -3.50 4.28 2.39  0.52
H: -5.42 3.12 3.43  0.41
H: -5.03 1.36 5.12  0.43
H: -2.74 0.77 5.79  0.43
H: 0.63 -0.28 6.98  0.33
H: 0.44 -0.27 9.42  0.38
H: -0.53 1.69 10.59  0.37
H: -1.29 3.64 9.27  0.39
H: -1.12 3.63 6.82  0.35

Summary:
Kohn-Sham gap = 8.96 eV
E_tot = -3295.31047 hartree


(3)
C58H53N4OP3STl | ωB97M-V/def2-TZVPD

Last column: Mulliken charge in e.
Atoms and positions in Å:
Tl: -0.29 1.62 0.62  1.75
O: -0.91 6.05 1.81  -0.86
C: -0.77 4.93 1.28  -0.38
N: -0.18 3.86 1.77  -0.01
C: 0.38 4.07 3.08  -1.34
C: 1.31 2.94 3.42  0.63
C: 2.38 3.13 4.30  -0.85
C: 3.19 2.06 4.62  -0.57
C: 2.93 0.82 4.05  -1.21
C: 1.85 0.72 3.18  0.17
N: 1.06 1.74 2.89  0.79
C: -1.39 4.78 -0.11  0.79
C: -2.33 5.73 -0.53  -0.57
C: -2.89 5.59 -1.78  -0.40
C: -2.51 4.53 -2.59  -0.78
C: -1.56 3.65 -2.09  -0.22
N: -1.02 3.77 -0.89  -0.05
H: -0.40 4.11 3.86  0.17
H: 0.91 5.02 3.15  0.45
H: 2.56 4.12 4.71  0.51
H: 4.03 2.19 5.30  0.42
H: 3.55 -0.04 4.26  0.49
H: 1.61 -0.22 2.70  0.12
H: -2.57 6.53 0.15  0.50
H: -3.64 6.30 -2.12  0.39
H: -2.93 4.39 -3.57  0.43
H: -1.23 2.80 -2.68  0.32
C: 3.79 -3.24 -6.08  -0.71
S: 2.40 -4.28 -5.61  -0.16
C: 2.10 -3.67 -3.93  -1.02
C: 1.55 -2.26 -3.85  1.33
C: 1.42 -1.86 -2.38  -0.84
N: 0.83 -0.55 -2.09  0.99
P: 1.66 0.96 -2.00  0.04
C: 2.83 0.83 -3.43  0.02
C: 2.32 1.20 -4.67  -0.21
C: 3.12 1.22 -5.80  -0.60
C: 4.46 0.88 -5.71  -0.52
C: 4.99 0.51 -4.48  -0.87
C: 4.18 0.49 -3.35  -0.05
C: 2.87 0.86 -0.62  0.89
C: 3.23 -0.26 0.13  0.28
C: 4.16 -0.16 1.15  -0.95
C: 4.74 1.06 1.45  -0.36
C: 4.37 2.19 0.73  -0.84
C: 3.44 2.08 -0.29  -0.63
P: -0.89 -0.36 -1.92  0.97
C: -1.47 -1.40 -3.33  0.10
C: -1.64 -2.79 -3.30  0.00
C: -1.98 -3.49 -4.44  -0.73
C: -2.16 -2.82 -5.64  -0.61
C: -2.02 -1.44 -5.69  -0.62
C: -1.69 -0.74 -4.53  -0.55
C: -1.39 -1.45 -0.52  1.35
C: -2.81 -1.68 -0.50  -1.01
C: -3.63 -2.14 0.54  -1.30
C: -3.32 -2.39 1.84  -1.11
C: -0.82 -2.73 1.60  0.29
C: -0.51 -1.84 0.42  -0.38
H: 4.15 -3.59 -7.04  0.39
H: 4.59 -3.32 -5.35  0.25
H: 3.50 -2.19 -6.17  0.12
H: 3.04 -3.76 -3.37  0.40
H: 1.40 -4.38 -3.50  0.41
H: 0.58 -2.23 -4.35  -0.36
H: 2.20 -1.56 -4.38  -0.51
H: 2.41 -1.92 -1.93  0.51
H: 0.80 -2.61 -1.87  -0.28
H: 1.28 1.49 -4.74  0.28
H: 2.69 1.51 -6.75  0.40
H: 5.09 0.90 -6.59  0.37
H: 6.04 0.25 -4.40  0.42
H: 4.61 0.20 -2.39  0.40
H: 2.75 -1.21 -0.05  -0.17
H: 4.41 -1.04 1.73  0.41
H: 5.46 1.14 2.26  0.36
H: 4.79 3.15 0.99  0.40
H: 3.12 2.98 -0.81  0.34
H: -1.50 -3.32 -2.36  0.28
H: -2.09 -4.56 -4.40  0.45
H: -2.41 -3.36 -6.54  0.37
H: -2.17 -0.90 -6.62  0.43
H: -1.58 0.34 -4.57  0.37
H: -3.33 -1.44 -1.42  0.49
H: -4.67 -2.27 0.27  0.32
H: -4.13 -2.73 2.48  0.27
H: 0.06 -2.71 2.27  0.63
H: 0.53 -1.54 0.30  -1.03
C: -1.14 0.99 7.16  -0.63
C: -1.98 1.67 6.30  -0.68
C: -2.18 1.22 5.00  -1.27
C: -1.55 0.06 4.54  0.62
C: -0.68 -0.59 5.42  -0.12
C: -0.49 -0.15 6.71  -0.81
P: -1.53 -0.33 2.74  1.19
C: -2.00 -2.23 2.50  2.44
C: -2.03 -2.92 3.83  -1.31
C: -1.71 -4.20 4.13  -0.89
C: -1.34 -5.27 3.28  -0.77
C: -1.13 -5.24 1.88  -0.57
C: -0.97 -4.14 1.10  -0.66
C: -2.96 0.59 2.09  -0.03
C: -4.25 0.42 2.62  -0.17
C: -5.31 1.12 2.09  -1.12
C: -5.08 2.00 1.03  -0.83
C: -3.80 2.16 0.52  -0.44
C: -2.69 1.47 1.03  0.12
H: -0.98 1.35 8.17  0.37
H: -2.48 2.58 6.63  0.43
H: -2.82 1.78 4.34  0.30
H: -0.12 -1.46 5.07  0.46
H: 0.19 -0.68 7.37  0.39
H: -2.41 -2.33 4.65  0.83
H: -1.82 -4.48 5.17  0.35
H: -1.31 -6.25 3.74  0.31
H: -1.10 -6.21 1.39  0.40
H: -0.90 -4.29 0.03  0.09
H: -4.41 -0.26 3.45  0.49
H: -6.31 1.00 2.50  0.34
H: -5.91 2.55 0.61  0.38
H: -3.67 2.85 -0.30  0.17

Summary:
Kohn-Sham gap (spin up / spin down) = 4.77 / 4.58 eV
E_tot = -4130.91550 hartree
Total charge = -1


(4)
C58H55Br2MoN3O2P2S | ωB97M-V/def2-TZVPD

Last column: Mulliken charge in e.
Atoms and positions in Å:
Mo: -0.22 0.57 0.08  -2.68
N: 1.69 1.59 0.47  1.64
C: 2.79 1.62 1.35  1.06
C: 3.99 2.02 0.74  -0.86
C: 5.21 1.93 1.37  -0.89
C: 5.23 1.39 2.64  -1.39
C: 4.05 1.06 3.26  -1.08
C: 2.77 1.20 2.69  0.93
C: 1.59 0.87 3.55  0.75
C: 1.86 0.60 4.91  -1.43
C: 0.96 0.10 5.82  -1.15
C: -0.32 -0.20 5.41  -1.28
C: -0.68 0.16 4.13  0.52
C: 0.21 0.77 3.24  0.53
H: 1.55 0.57 0.14  -0.74
H: 1.90 2.17 -0.35  -0.42
H: 3.94 2.38 -0.29  0.53
H: 6.11 2.23 0.87  0.49
H: 6.16 1.22 3.15  0.45
H: 4.15 0.64 4.24  0.29
H: 2.83 0.83 5.31  0.46
H: 1.26 -0.08 6.84  0.49
H: -1.05 -0.64 6.07  0.55
H: -1.71 0.02 3.82  0.40
C: 0.95 -2.66 -0.50  -2.65
N: 0.13 -2.79 -1.68  1.54
C: 0.37 -1.82 -2.73  -1.99
P: 0.43 -0.05 -2.17  4.30
C: -0.26 0.75 -3.66  0.91
C: 0.28 0.43 -4.91  -0.85
C: -0.24 1.02 -6.05  -0.94
C: -1.28 1.93 -5.95  -0.83
C: -1.79 2.27 -4.71  -0.82
C: -1.28 1.68 -3.56  0.29
C: 2.19 0.43 -2.46  0.97
C: 3.29 -0.43 -2.44  -0.87
C: 4.56 0.05 -2.70  -0.76
C: 4.76 1.39 -2.99  -0.95
C: 3.68 2.26 -2.99  -0.40
C: 2.41 1.78 -2.71  -1.32
C: 0.07 -4.13 -2.20  -0.65
C: 1.22 -4.90 -2.34  -0.16
C: 1.13 -6.21 -2.78  -0.95
C: -0.11 -6.75 -3.10  -0.59
C: -1.25 -5.97 -2.98  -0.89
C: -1.17 -4.66 -2.54  -0.01
P: -0.02 -1.72 0.78  4.89
C: 1.01 -2.15 2.21  0.95
C: 2.37 -1.84 2.15  -0.51
C: 3.22 -2.26 3.16  -0.78
C: 2.72 -2.97 4.24  -1.05
C: 1.37 -3.25 4.32  -0.83
C: 0.51 -2.84 3.31  -0.55
C: -1.50 -2.74 1.04  0.18
C: -2.58 -2.17 1.72  0.48
C: -3.73 -2.89 1.96  -0.73
C: -3.82 -4.21 1.53  -0.99
C: -2.75 -4.79 0.88  -0.75
C: -1.59 -4.07 0.65  -1.41
H: 1.88 -2.10 -0.68  -0.16
H: 1.22 -3.64 -0.09  1.27
H: -0.45 -1.90 -3.45  0.56
H: 1.31 -2.03 -3.28  0.94
H: 1.10 -0.27 -4.98  0.40
H: 0.17 0.77 -7.01  0.48
H: -1.68 2.39 -6.84  0.45
H: -2.59 3.00 -4.63  0.53
H: -1.67 1.95 -2.59  0.17
H: 3.16 -1.49 -2.23  0.18
H: 5.39 -0.63 -2.70  0.53
H: 5.74 1.76 -3.23  0.44
H: 3.83 3.31 -3.21  0.52
H: 1.57 2.46 -2.71  -0.05
H: 2.19 -4.49 -2.09  0.42
H: 2.02 -6.80 -2.88  0.44
H: -0.18 -7.76 -3.44  0.43
H: -2.22 -6.39 -3.22  0.47
H: -2.05 -4.06 -2.42  0.45
H: 2.76 -1.28 1.31  0.14
H: 4.28 -2.04 3.09  0.51
H: 3.39 -3.31 5.02  0.45
H: 0.97 -3.80 5.16  0.48
H: -0.54 -3.08 3.36  0.48
H: -2.51 -1.15 2.07  -0.38
H: -4.55 -2.44 2.49  0.57
H: -4.72 -4.77 1.71  0.45
H: -2.81 -5.82 0.56  0.48
H: -0.77 -4.56 0.16  0.62
C: -2.76 -0.86 -1.64  -1.04
C: -3.19 0.01 -0.51  0.64
C: -4.55 0.25 -0.31  -1.76
C: -4.99 1.04 0.72  -1.67
C: -4.04 1.60 1.60  1.73
C: -4.37 2.41 2.70  -0.21
Br: -6.18 2.83 3.09  -0.13
C: -3.39 2.95 3.51  -0.47
C: -2.05 2.63 3.29  0.44
Br: -0.73 3.44 4.43  -0.03
C: -1.68 1.77 2.27  -0.60
O: -0.39 1.33 2.10  1.25
C: -2.66 1.30 1.35  -1.80
N: -2.26 0.54 0.28  2.35
H: -3.61 -1.39 -2.06  0.94
H: -2.01 -1.58 -1.30  -0.34
H: -2.32 -0.26 -2.44  -0.27
H: -5.26 -0.19 -0.99  0.66
H: -6.04 1.24 0.86  0.47
H: -3.65 3.60 4.33  0.56
C: 0.40 4.92 -2.98  -1.07
C: -0.47 5.18 -1.77  -0.69
S: -0.03 4.14 -0.31  0.48
O: -0.63 2.78 -0.58  -0.60
C: -1.22 4.92 0.87  0.02
C: -2.66 4.68 0.46  -1.13
H: 0.13 5.60 -3.78  0.50
H: 0.25 3.91 -3.35  0.15
H: 1.45 5.07 -2.75  0.31
H: -1.52 5.02 -2.00  0.37
H: -0.32 6.21 -1.42  0.61
H: -0.97 5.97 0.92  0.81
H: -0.99 4.46 1.83  -0.22
H: -2.99 5.41 -0.28  0.41
H: -3.32 4.76 1.32  0.46
H: -2.77 3.68 0.04  0.13

Summary:
<S²> = 2.011
Kohn-Sham gap (spin up / spin down) = 6.79 / 6.12 eV
E_tot = -8854.56229 hartree
2S+1 = 3
Total charge = +2


Q: Which of these has the highest E_tot?
A: C58H49CdNO2P2